(1)
Entry from the OMol25 dataset: 18 unconnected molecules or ions with the total composition C54H144O18 (wB97M-V/def2-TZVPD).

As for the molar mass: 1081.7 g/mol. Its energy above the lowest of the compared OMol25 structures with the same formula, charge and spin is 234.35 kJ/mol. As for the largest force on an atom: 3.66 eV Å⁻¹. The net charge is 0. Its frontier orbital gap is 9.9 eV. For the HOMO energy, the calculation gives -9.44 eV.

```
216
Properties=species:S:1:pos:R:3:forces:R:3:lowdin_charge:R:1
C -2.6915 -3.1988 -0.1299 -0.7 -1.0 -3.4 -0.033
C -1.5122 -4.1137 -0.0958 0.0 0.0 0.5 -0.499
C -1.3792 -5.1043 -1.2111 1.0 0.4 -1.6 -0.034
O -0.3919 -3.2488 -0.0053 1.6 -0.7 -0.1 -0.075
H -3.6586 -3.6965 -0.2090 0.1 -0.4 0.0 0.094
H -2.5829 -2.6561 -1.1058 -0.2 0.1 0.9 0.100
H -2.7728 -2.5652 0.6788 0.3 1.5 1.7 0.027
H -1.5468 -4.7291 0.7849 0.0 -0.2 0.9 0.109
H -1.3936 -4.6690 -2.2470 0.0 -0.1 0.9 0.084
H -2.1918 -5.7853 -1.1687 -0.7 -0.8 0.1 0.072
H -0.4268 -5.6633 -1.1088 -0.5 0.2 0.0 0.085
H 0.4144 -3.8294 -0.0458 -0.7 0.6 0.3 0.077
C -1.0808 -4.4197 3.5865 0.7 0.5 0.7 -0.068
C 0.1405 -5.2745 3.1828 -0.5 0.1 -0.5 -0.469
C 1.4209 -4.4531 3.3820 -0.5 -1.9 1.5 -0.056
O 0.1856 -6.6157 3.7443 0.1 1.1 -0.3 -0.050
H -2.0016 -5.0657 3.6008 0.7 1.0 -0.3 0.090
H -1.0270 -3.5418 2.8441 -0.7 -1.3 1.1 0.082
H -0.9119 -3.9637 4.6330 -0.4 -0.7 -1.4 0.105
H -0.0092 -5.4783 2.1164 0.3 0.0 0.0 0.108
H 1.3553 -3.4976 2.9446 -0.3 1.2 -0.4 0.034
H 2.2580 -4.9726 2.9677 0.7 -0.4 -0.3 0.064
H 1.6041 -4.3843 4.4750 -0.1 0.2 -0.5 0.095
H 0.0521 -6.5403 4.6889 0.0 0.0 0.4 0.074
C 6.5207 2.7423 -0.2302 -0.2 0.1 -1.8 -0.040
C 5.7633 3.9950 0.0541 -0.9 -1.2 1.6 -0.473
C 5.8589 5.0151 -1.0017 3.3 -0.5 -1.1 -0.048
O 4.3536 3.6265 0.2313 0.6 1.1 -0.9 -0.080
H 7.5519 2.8854 -0.0190 1.1 0.1 0.0 0.080
H 6.3797 2.5152 -1.3060 0.3 -0.2 0.7 0.061
H 6.1920 1.9114 0.3426 -0.5 -0.7 0.6 0.073
H 6.1650 4.3487 1.0155 -0.5 0.4 0.0 0.140
H 5.7330 4.5472 -1.9964 -0.9 0.5 0.4 0.082
H 6.9796 5.2228 -1.0767 -1.3 0.5 0.3 0.121
H 5.3015 5.8847 -0.7360 -0.4 0.7 -0.4 0.081
H 3.8972 4.2332 -0.3864 -0.3 -0.6 0.6 0.079
C 0.7965 4.2329 -0.8464 0.4 0.1 -0.5 -0.041
C 0.9222 5.4004 -1.8177 0.9 1.4 1.4 -0.425
C 0.1179 6.6202 -1.3654 -1.5 -1.3 -0.6 -0.048
O 2.3350 5.7770 -1.8664 0.2 -1.2 0.4 -0.073
H 0.9985 4.5854 0.1397 0.1 0.4 0.8 0.050
H 1.5541 3.4647 -1.0279 -0.4 0.2 -0.3 0.055
H -0.2060 3.7896 -0.8212 0.2 0.1 -0.3 0.079
H 0.5943 5.1115 -2.7880 -0.2 -0.2 -1.0 0.121
H 0.3211 7.0107 -0.3943 0.7 -0.1 0.9 0.069
H -0.9514 6.2828 -1.3165 0.7 0.6 -0.3 0.082
H 0.2446 7.4283 -2.0661 -0.2 0.3 -0.4 0.072
H 2.5532 6.6343 -2.2448 -0.7 0.0 -0.1 0.084
C -0.4027 -2.5712 -4.0147 1.4 -0.2 0.1 -0.079
C -0.4713 -1.2807 -4.7405 -1.2 1.6 -1.4 -0.434
C -1.8914 -0.6399 -4.5978 1.2 1.1 -1.0 -0.051
O 0.5776 -0.3240 -4.2764 -1.3 -1.7 -0.4 -0.076
H -1.0634 -3.3315 -4.4065 0.0 -0.2 -0.3 0.091
H -0.5799 -2.4909 -2.9520 -0.3 0.3 0.4 0.062
H 0.6494 -2.8244 -4.1156 0.1 -0.9 0.0 0.070
H -0.2772 -1.4140 -5.8570 -0.1 0.0 1.4 0.149
H -1.9188 0.1180 -5.4232 -0.3 -0.1 1.1 0.086
H -2.0473 -0.2164 -3.6008 0.3 0.3 -0.2 0.059
H -2.7441 -1.2809 -4.7565 0.1 -0.8 -0.3 0.068
H 0.6870 -0.6542 -3.3762 0.5 0.5 0.6 0.048
C -4.2845 4.7225 3.4730 -0.7 -0.6 0.4 -0.028
C -4.4658 3.6552 2.3719 -1.2 0.6 -0.1 -0.462
C -3.4082 3.6341 1.3203 1.6 -0.8 0.8 -0.055
O -4.5904 2.3558 2.8936 -1.9 -0.2 0.7 -0.073
H -4.4305 5.7494 3.1779 -0.2 0.2 -0.6 0.076
H -3.3243 4.6958 3.9339 1.1 -0.3 0.1 0.066
H -4.9628 4.5616 4.3234 -0.2 -0.2 -0.4 0.074
H -5.4731 3.7947 1.8944 0.8 0.2 0.3 0.152
H -3.6644 3.0273 0.4623 0.0 -0.4 0.0 0.075
H -2.4251 3.3085 1.7808 -1.0 -0.1 -0.5 0.108
H -3.1757 4.5933 0.9772 0.1 1.7 -0.7 0.051
H -3.8040 1.8664 3.0218 1.7 -0.4 0.0 0.051
C 4.3964 -0.0442 -7.9674 0.4 -1.1 0.3 -0.040
C 3.2687 -0.6615 -7.1770 0.0 -0.9 0.1 -0.494
C 3.2637 -2.1964 -6.9955 -0.1 -0.7 0.4 -0.040
O 3.2320 0.0287 -5.9422 -0.5 0.0 1.6 -0.082
H 5.3376 0.0322 -7.3985 -0.5 0.4 -0.1 0.093
H 4.0036 0.8500 -8.3908 0.3 1.2 0.0 0.071
H 4.5918 -0.6782 -8.8104 0.2 -0.5 -0.6 0.071
H 2.3878 -0.4426 -7.7595 -0.8 0.1 -0.1 0.122
H 2.3831 -2.3930 -6.3237 0.8 -0.2 -0.4 0.076
H 4.1924 -2.6509 -6.5454 -0.9 0.8 -0.3 0.051
H 3.0777 -2.7975 -7.9298 0.1 0.9 0.6 0.095
H 2.4998 -0.2072 -5.3020 0.6 0.0 -1.4 0.092
C -5.0183 -2.6002 3.3923 -0.2 0.5 -0.9 -0.032
C -6.4589 -2.5706 3.9741 0.7 0.1 0.0 -0.484
C -6.4583 -2.5978 5.4789 -1.5 1.5 0.4 -0.053
O -7.2508 -1.4718 3.5805 -0.2 0.1 -1.0 -0.071
H -5.0020 -2.2802 2.2954 -0.2 -0.7 1.3 0.082
H -4.5810 -3.6168 3.5161 -0.2 0.7 -0.2 0.085
H -4.3604 -1.8700 3.8972 -0.3 -0.3 0.1 0.060
H -7.0386 -3.3794 3.5769 0.0 -0.9 -0.2 0.130
H -7.5433 -2.5623 5.8161 1.4 -0.9 0.0 0.112
H -6.1185 -1.6173 5.8079 0.3 0.3 -0.1 0.049
H -5.7658 -3.2658 5.9443 -0.1 -1.0 0.3 0.072
H -6.9028 -0.6504 3.9388 0.3 0.5 0.4 0.042
C 2.4352 -3.7191 -1.8551 0.3 0.3 -0.3 -0.044
C 2.8599 -4.9769 -1.1084 -0.8 -0.7 1.4 -0.413
C 4.2590 -4.8954 -0.5144 0.3 0.2 0.4 -0.058
O 1.8970 -5.2544 0.0239 1.5 0.0 -0.7 -0.114
H 1.4302 -3.7836 -2.3440 1.0 -0.1 0.4 0.072
H 3.2401 -3.5466 -2.5974 -0.6 -0.2 -0.1 0.073
H 2.4711 -2.7726 -1.2659 -0.2 -0.9 0.1 0.085
H 2.8053 -5.9335 -1.6797 0.0 1.0 -0.3 0.141
H 4.5190 -5.8240 0.0020 -0.1 -0.1 -0.1 0.079
H 4.3858 -4.0979 0.2430 -0.3 -0.1 -0.5 0.086
H 5.0180 -4.7664 -1.2907 -0.1 0.1 0.0 0.070
H 2.3835 -5.9448 0.5278 -0.9 0.7 -0.2 0.092
C 4.5414 2.8747 -4.0951 0.2 -1.5 0.0 -0.032
C 5.3395 1.6709 -3.5330 1.3 0.4 -0.3 -0.463
C 4.5844 0.9914 -2.3924 1.1 -0.5 -0.8 -0.057
O 5.8558 0.7515 -4.5322 -2.4 -0.3 0.2 -0.083
H 3.6186 2.5084 -4.5440 -0.2 0.1 0.1 0.076
H 5.0859 3.4053 -4.8500 0.5 0.2 -0.5 0.071
H 4.3429 3.5665 -3.2962 -0.4 0.3 0.4 0.044
H 6.3013 2.0592 -3.1417 -0.5 0.0 0.0 0.116
H 5.2239 0.2053 -1.9434 -0.4 0.5 0.0 0.102
H 3.6751 0.5349 -2.7291 -0.6 -0.4 -0.5 0.063
H 4.2878 1.7519 -1.7032 0.0 0.3 0.8 0.041
H 5.0391 0.2606 -4.8430 1.2 0.7 0.0 0.064
C -3.7500 4.9113 -2.2271 -0.5 -0.4 0.0 -0.048
C -3.1490 3.6666 -2.9326 -0.6 1.3 0.7 -0.482
C -4.2169 2.6104 -2.9542 0.2 -0.8 1.1 -0.063
O -2.7975 4.1454 -4.2278 0.2 -0.3 0.0 -0.043
H -3.1601 5.8252 -2.3977 -0.3 -0.4 -0.1 0.074
H -3.8647 4.7499 -1.1479 0.2 0.0 -0.2 0.046
H -4.7995 5.0021 -2.6017 0.9 0.4 0.1 0.095
H -2.2947 3.2737 -2.3767 0.4 0.2 -0.1 0.118
H -4.9587 2.8691 -3.6436 -1.0 0.4 -1.5 0.065
H -4.7884 2.5970 -2.0143 0.5 -0.2 0.1 0.075
H -3.8462 1.6082 -3.1672 0.0 0.0 0.0 0.067
H -2.2395 3.5016 -4.6718 0.0 -0.1 0.0 0.087
C -7.7294 2.7481 5.0974 0.8 2.1 0.7 -0.047
C -6.6664 1.8299 5.6481 0.0 -0.1 0.1 -0.500
C -7.1952 1.0218 6.8188 -0.1 -0.6 0.1 -0.052
O -6.2075 0.9285 4.6589 0.5 -0.1 -1.4 -0.103
H -8.6817 2.3063 5.2438 -1.1 -0.3 0.0 0.059
H -7.5917 2.9743 4.0412 0.1 0.0 -0.1 0.073
H -7.6959 3.7465 5.6570 -0.2 -1.3 -0.7 0.109
H -5.8010 2.3925 5.9859 0.2 0.3 0.1 0.128
H -6.4958 0.2131 7.0329 0.0 0.0 0.0 0.065
H -8.1793 0.5449 6.5892 0.7 0.5 0.2 0.099
H -7.2383 1.6246 7.7350 -0.3 0.0 -0.3 0.086
H -5.7999 1.4419 3.8960 -0.5 -0.5 1.2 0.071
C 4.4931 -0.8034 2.0204 1.6 -1.6 -0.2 -0.055
C 3.4537 -1.3903 2.9074 -1.3 0.8 0.9 -0.451
C 3.9034 -2.1070 4.1728 -0.1 -0.1 0.3 -0.051
O 2.5550 -0.2907 3.3309 0.1 -1.0 0.3 -0.097
H 3.9671 -0.3565 1.2031 0.2 0.5 -0.7 0.048
H 5.0875 -1.6795 1.6436 -0.3 0.9 0.0 0.097
H 5.2221 -0.1173 2.4972 -0.7 -0.2 -0.1 0.099
H 2.7888 -2.0934 2.3579 0.6 0.4 0.0 0.126
H 4.4489 -1.4262 4.8770 -0.7 -0.5 -0.5 0.096
H 4.5345 -2.9985 4.0020 -0.1 0.5 -0.3 0.084
H 2.9591 -2.5146 4.5821 0.6 0.4 0.4 0.063
H 2.8011 0.5387 2.9058 0.3 0.3 -0.2 0.032
C 1.7410 1.1309 -0.1226 -1.7 -1.3 -0.9 -0.028
C 0.5960 0.0585 -0.1539 0.2 -0.1 0.1 -0.399
C -0.7209 0.6337 -0.6386 0.1 -1.4 -1.4 -0.062
O 0.8843 -1.0510 -1.0485 0.6 0.9 0.6 -0.092
H 2.0237 1.3850 -1.1721 -0.3 0.1 0.9 0.084
H 2.5913 0.7560 0.3934 0.7 -0.4 0.2 0.030
H 1.3641 1.9445 0.4937 0.1 0.3 -0.4 0.069
H 0.4433 -0.3481 0.8853 0.3 0.3 -0.8 0.134
H -1.4858 -0.1691 -0.8555 0.9 0.7 0.2 0.097
H -0.5864 1.2687 -1.5100 0.1 -0.2 -0.5 0.072
H -1.1254 1.2712 0.0550 -1.2 1.6 2.1 0.022
H 0.3562 -1.7636 -0.6604 -0.1 -0.5 -0.3 0.027
C 4.6493 -5.0050 -5.0757 -0.4 -0.8 1.7 -0.066
C 5.9497 -4.2337 -5.2557 -0.3 1.3 -1.1 -0.537
C 6.0523 -3.0077 -4.3700 0.7 -0.5 1.4 -0.058
O 7.1461 -4.9626 -5.0322 -0.5 -0.2 0.1 -0.039
H 4.5086 -5.4846 -4.0546 0.8 0.5 -0.9 0.087
H 4.5922 -5.8368 -5.7876 -0.4 0.4 -0.1 0.078
H 3.7822 -4.3217 -5.0850 0.3 -0.3 -0.7 0.061
H 5.9525 -3.8978 -6.3455 0.0 -0.2 1.1 0.141
H 5.9912 -3.3996 -3.3096 -0.2 0.6 -0.9 0.084
H 5.2454 -2.2671 -4.5468 0.8 -0.3 0.1 0.070
H 7.1134 -2.6276 -4.4193 -1.4 0.1 -0.3 0.103
H 7.2283 -5.4818 -5.8234 0.5 -0.7 -0.3 0.078
C -6.8810 0.8162 1.1329 1.6 -1.8 -1.7 -0.026
C -7.0473 -0.3319 0.0420 1.4 0.4 1.3 -0.462
C -5.7754 -0.7068 -0.7437 0.0 0.5 -0.6 -0.048
O -7.4538 -1.5392 0.6284 -0.6 -0.8 0.5 -0.069
H -5.9982 0.5998 1.7993 -1.1 0.1 -0.5 0.076
H -7.8198 0.8337 1.6238 -0.7 0.3 0.9 0.066
H -6.6776 1.7431 0.6060 -0.1 0.3 0.1 0.064
H -7.8621 -0.0768 -0.6100 -0.2 0.6 -0.6 0.119
H -5.1026 -1.3064 -0.0999 -0.3 0.4 -0.3 0.063
H -5.2215 0.1425 -1.1938 -0.3 -0.2 0.4 0.059
H -6.0982 -1.3228 -1.6011 0.3 0.0 0.4 0.080
H -7.3521 -1.5433 1.5916 0.0 0.3 0.1 0.046
C -1.3662 -0.0957 4.9534 0.3 1.3 0.5 -0.056
C -1.3337 -0.9378 3.6962 -0.6 -0.2 -1.0 -0.478
C -2.1123 -0.2501 2.4953 0.5 1.2 1.8 -0.025
O -0.0504 -1.3667 3.2832 0.5 0.4 0.2 -0.082
H -2.4191 0.1717 5.1910 0.6 -0.2 0.0 0.085
H -0.8068 0.8470 4.8265 -0.3 0.0 -0.4 0.074
H -0.8537 -0.4750 5.8590 -0.5 -0.6 -0.6 0.088
H -1.9251 -1.8265 3.9419 0.4 -0.3 -0.2 0.097
H -1.9606 -0.6615 1.5095 0.5 -0.3 -0.1 0.043
H -1.7744 0.8317 2.5138 -0.5 -0.9 -0.4 0.084
H -3.1952 -0.3272 2.6797 0.2 0.3 0.1 0.056
H 0.6919 -0.7054 3.3763 -0.9 -0.6 0.0 0.080
C 1.9650 4.3175 3.1179 0.9 1.6 0.3 -0.050
C 3.1703 3.4808 3.1952 2.9 -2.1 0.8 -0.477
C 3.3579 2.8481 4.6254 0.0 -0.9 -1.8 -0.038
O 3.2055 2.3653 2.2717 -1.3 -0.1 1.7 -0.095
H 1.7299 4.5049 2.0671 -0.3 0.2 0.4 0.063
H 2.3577 5.2503 3.6234 -1.2 -0.5 -0.6 0.112
H 1.1726 3.8792 3.6983 -0.7 0.0 0.0 0.075
H 4.0776 4.0819 2.9525 -0.6 -0.2 0.2 0.137
H 3.4439 3.6395 5.3502 -0.1 0.0 0.6 0.065
H 4.2234 2.1216 4.6716 -0.7 1.1 -0.1 0.094
H 2.4639 2.2056 4.7287 0.2 0.4 0.6 0.073
H 3.7944 2.6332 1.5886 0.6 0.3 -1.4 0.017
```
Positions in Å, forces in eV/Å.

=====

(2)
Entry from the OMol25 dataset: 2 unconnected molecules or ions with the total composition C3H9OP (wB97M-V/def2-TZVPD).

As for the molar mass: 92.1 g/mol. Its energy above the lowest of the compared OMol25 structures with the same formula, charge and spin is 254.31 kJ/mol. As for the largest force on an atom: 4.62 eV Å⁻¹. The net charge is 0. Its frontier orbital gap is 9.7 eV. As for the SMILES: O=[PH3].C=CC. For the HOMO energy, the calculation gives -8.93 eV.

```
14
Properties=species:S:1:pos:R:3:forces:R:3:nbo_charge:R:1
C 1.5032 0.6357 -0.8102 -4.3 -0.3 -1.2 -0.666
C -0.3162 2.2133 -0.0841 1.7 -0.7 -4.3 -0.438
C 0.3332 1.6463 -1.1491 -0.9 0.1 3.3 -0.144
O -0.3251 -1.9751 0.1015 0.4 0.1 -0.4 -1.097
P -1.1353 -2.5266 1.2027 1.1 0.4 -1.7 1.376
H 2.0947 0.8792 -1.6033 2.3 -0.5 -2.4 0.204
H 2.0763 0.8823 0.0416 0.0 0.2 1.3 0.207
H 1.0387 -0.4021 -0.8466 1.2 1.2 0.2 0.262
H -1.0146 -3.8867 1.3540 0.0 -0.8 0.5 -0.091
H 0.0110 1.8692 0.8258 0.3 -0.1 2.4 0.182
H -0.8981 3.0716 -0.2764 -1.2 0.6 0.4 0.193
H -0.0696 1.8844 -2.1490 1.0 -0.3 0.3 0.196
H -0.8361 -1.9417 2.3876 -0.1 0.2 1.4 -0.088
H -2.4620 -2.3498 1.0054 -1.4 0.1 0.3 -0.095
```
Positions in Å, forces in eV/Å.

=====

(3)
Entry from the OMol25 dataset: 2 unconnected molecules or ions with the total composition C14H24F7N3O4S (wB97M-V/def2-TZVPD).

As for the molar mass: 463.4 g/mol. As for the largest force on an atom: 7.60 eV Å⁻¹. The net charge is 0. Its frontier orbital gap is 6.6 eV. For the HOMO energy, the calculation gives -7.07 eV.

```
53
Properties=species:S:1:pos:R:3:forces:R:3:nbo_charge:R:1
N -1.2441 -2.7905 2.8016 1.4 -1.5 -0.2 -0.811
C -0.9073 -3.3036 1.4090 -0.1 0.5 -0.2 -0.254
C -1.9846 -2.8157 0.2925 -0.2 0.2 1.9 -0.179
N -1.3082 -2.5299 -1.0169 0.9 -1.6 0.7 -0.763
S -0.6609 -3.9385 -1.7704 -6.0 -1.9 -4.3 2.054
O -1.0615 -3.8515 -3.2386 2.5 0.6 4.2 -0.857
O -1.2639 -5.2101 -1.2406 2.7 3.2 0.3 -0.868
C 1.2205 -3.8994 -1.7086 2.2 1.9 -2.0 0.410
F 1.6301 -3.4833 -3.0341 -0.9 -1.1 3.3 -0.308
F 1.7224 -2.8505 -0.8445 -1.2 -2.9 -1.7 -0.328
C 1.9196 -5.3209 -1.4679 1.9 -0.8 -1.4 0.570
F 3.3322 -5.1190 -1.7083 -3.3 -0.2 0.7 -0.308
F 1.5194 -6.2995 -2.4381 0.6 2.8 2.7 -0.283
C 1.8022 -5.9364 0.0063 0.8 -2.8 2.4 0.929
F 0.7345 -6.8706 0.1709 2.8 3.0 -0.6 -0.292
F 3.0001 -6.7145 0.2133 -3.0 2.0 -0.5 -0.320
F 1.7692 -4.9968 1.0591 -0.1 -2.1 -3.0 -0.304
C -2.7095 -1.4158 0.7217 -5.4 1.9 -0.2 0.755
O -2.0584 -0.4036 1.1780 -0.1 -2.5 -1.6 -0.802
O -4.0859 -1.3908 0.5291 6.7 -0.7 0.7 -0.761
H -1.2506 -3.6328 3.4136 -0.2 0.9 -0.5 0.349
H -0.3989 -2.2725 3.1242 -1.1 -0.3 -0.3 0.349
H -0.9001 -4.4480 1.3654 0.2 1.6 0.1 0.206
H 0.1361 -2.8851 1.1726 -1.5 -0.8 -0.1 0.168
H -2.7873 -3.6264 0.2063 1.2 1.5 -0.3 0.256
H -0.5911 -1.8134 -0.8171 -0.2 -0.4 -0.4 0.401
C -0.7938 6.3062 0.4293 -0.1 0.1 0.1 -0.606
C 0.4814 5.6017 0.8867 -0.1 0.4 -0.2 -0.440
C 0.9789 4.5929 -0.1502 0.0 -0.4 0.4 -0.203
N 0.7402 3.1244 0.2218 0.4 -0.2 -0.1 -0.214
C 1.6933 2.7025 1.3171 -0.3 0.2 -0.4 -0.400
C -0.7038 2.8129 0.6191 -0.1 0.0 0.0 -0.225
C -1.3966 2.5740 -0.7005 -0.3 0.1 0.0 -0.427
C -0.3919 1.7190 -1.4437 -0.1 -0.5 -0.4 -0.432
C 0.9758 2.2573 -1.0424 0.0 0.0 0.1 -0.204
H -1.6088 5.6011 0.2507 0.0 0.1 0.0 0.207
H -1.1261 7.0210 1.1857 0.0 -0.1 -0.1 0.229
H -0.6181 6.8579 -0.4985 0.0 -0.1 0.1 0.212
H 0.3292 5.1571 1.8730 0.1 -0.1 -0.1 0.217
H 1.2495 6.3717 1.0135 0.0 -0.2 0.1 0.229
H 2.0600 4.6930 -0.2823 -0.1 -0.2 -0.1 0.221
H 0.5071 4.7649 -1.1222 0.0 -0.1 0.2 0.225
H 1.4778 3.2814 2.2151 0.1 -0.1 -0.1 0.227
H 2.7138 2.8830 0.9745 -0.1 0.0 0.1 0.220
H 1.5475 1.6386 1.5135 -0.1 0.2 0.0 0.240
H -0.6921 1.8968 1.2190 0.0 0.0 -0.2 0.268
H -1.1274 3.6184 1.2162 0.2 0.0 0.0 0.229
H -1.5714 3.5162 -1.2297 0.0 0.0 0.1 0.198
H -2.3579 2.0716 -0.5761 0.1 0.0 0.1 0.291
H -0.5453 1.7475 -2.5249 0.1 0.0 0.1 0.240
H -0.4833 0.6750 -1.1292 -0.1 0.2 0.1 0.242
H 1.4202 2.8828 -1.8191 0.0 0.0 0.3 0.220
H 1.6678 1.4499 -0.7947 0.0 0.3 0.1 0.227
```
Positions in Å, forces in eV/Å.

=====

> Among the records above, which one has the highest frontier orbital gap?

C54H144O18